[1]
Density functional theory data (ωB97M-V/def2-TZVPD) for 3 unconnected molecules or ions with the total composition C3H10N4 at a distorted geometry.

Results
net charge = 0
energy above the lowest of the compared OMol25 structures with the same formula, charge and spin = 5.152 eV
HOMO-LUMO gap (alpha / beta) = 8.01 / 8.01 eV

Element x y z (Å)
C 1.22148 0.36124 0.69340
C -2.32358 -1.03538 0.15607
C -1.13413 -0.72206 -0.69481
N 1.07191 0.43487 2.01063
N -0.92682 -1.00290 -1.89705
H 0.49002 1.16614 2.39744
H 1.51906 -0.17175 2.69377
H -1.68109 -1.51249 -2.36208
H -0.29674 -0.15609 -0.18218
H 1.86202 -0.50051 0.43619
H -3.05303 -1.64742 -0.38072
H -2.00255 -1.56098 1.05597
H -2.80082 -0.10652 0.46711
N 2.51784 2.07679 -0.71614
N 2.16089 1.80787 -1.82718
H 1.39316 1.10623 -1.93494
H 1.98237 1.46295 0.08453

[2]
Density functional theory data (ωB97M-V/def2-TZVPD) for a molecular structure, C28H30BrN4O3Sr.

Results
net charge = +1
energy above the lowest of the compared OMol25 structures with the same formula, charge and spin = 0.195 eV
HOMO-LUMO gap = 6.41 eV

Element x y z (Å)
Sr -1.02126 0.20652 -0.11718
O 4.87591 -1.04094 -4.86200
C 4.51529 -1.87066 -3.86747
O 4.74679 -3.04445 -3.93915
C 3.80746 -1.27155 -2.68867
C 3.00630 -0.13757 -2.77350
C 2.28003 0.29229 -1.67571
C 2.39172 -0.39849 -0.47291
C 3.21952 -1.51192 -0.36902
C 3.91149 -1.95346 -1.48074
N 1.52979 -0.01542 0.58400
C 1.91700 0.05458 1.78668
C 0.95170 0.37195 2.86397
C 1.40904 0.62464 4.14493
C 0.48891 0.94667 5.13468
C -0.85091 0.99897 4.80226
C -1.22141 0.72298 3.49103
N -0.35212 0.41330 2.53587
H 4.75631 -0.11717 -4.61137
H 2.88688 0.39363 -3.71078
H 1.62000 1.15201 -1.73651
H 3.26904 -2.06088 0.56277
H 4.52411 -2.84380 -1.43838
H 2.96199 -0.09016 2.07058
H 2.46818 0.57813 4.36042
H 0.81774 1.15522 6.14359
H -1.60390 1.24843 5.53604
H -2.26387 0.76008 3.19464
C -3.50957 -1.66898 1.49410
C -4.27705 -0.38501 1.27647
O -3.44382 0.51645 0.54677
C -4.03458 1.81455 0.30228
C -3.78898 2.77143 1.44751
H -4.11989 -2.39291 2.03195
H -2.61229 -1.48832 2.09328
H -3.22127 -2.12059 0.54175
H -4.56148 0.06391 2.23330
H -5.19123 -0.56190 0.70359
H -5.10030 1.67268 0.10858
H -3.56166 2.18844 -0.60530
H -4.20811 2.40279 2.38567
H -4.26175 3.72881 1.22750
H -2.71947 2.95364 1.56917
Br -0.42607 7.24783 -0.85020
C -0.55480 5.35856 -0.94943
C -1.16967 4.77139 -2.04423
C -1.26491 3.38756 -2.10217
C -0.76662 2.53466 -1.10060
C -0.15535 3.19669 -0.03337
C -0.03597 4.58498 0.06717
H -1.56723 5.39297 -2.83616
H -1.75691 2.96745 -2.97582
H 0.28499 2.62744 0.79395
H 0.45062 5.04982 0.91512
N 1.92651 -5.52079 -2.00790
C 1.18368 -4.44198 -1.68381
C 0.59852 -3.63168 -2.67056
C -0.13518 -2.53617 -2.28999
N -0.32734 -2.16012 -1.01539
C 0.21320 -2.95400 -0.07969
C 0.94782 -4.08238 -0.34651
H 2.16955 -5.70518 -2.96465
H 2.40201 -6.04989 -1.30012
H 0.72791 -3.85861 -3.72019
H -0.57835 -1.90209 -3.05014
H 0.05106 -2.66124 0.95495
H 1.35223 -4.67319 0.46502

[3]
Density functional theory data (ωB97M-V/def2-TZVPD) for a single C3H6N2O2 molecule at a distorted geometry.

Results
structure (SMILES) = NC(=O)NCC=O
net charge = 0
energy above the lowest of the compared OMol25 structures with the same formula, charge and spin = 2.041 eV
HOMO-LUMO gap = 10.18 eV

Element x y z (Å)
O -0.61981 0.45279 2.23036
C -1.14821 0.39838 1.13869
C -1.09090 -0.58959 0.02208
N -0.33285 0.10934 -1.02082
C 1.04362 0.11649 -0.93943
N 1.67861 0.05658 0.33020
O 1.79860 0.15694 -1.94565
H -1.66376 1.26567 0.74087
H -0.68678 -1.61750 0.30478
H -2.09433 -0.90852 -0.50349
H -0.62504 0.15986 -1.95306
H 2.66375 0.26679 0.55456
H 1.07709 0.13276 1.04092

[4]
Density functional theory data (ωB97M-V/def2-TZVPD) for 3 unconnected molecules or ions with the total composition C11H26O7S2 at a distorted geometry.

Results
net charge = 0
HOMO-LUMO gap = 9.58 eV

Element x y z (Å)
C 4.30836 -3.99449 0.31851
C 5.27997 -3.24342 -0.56771
C 5.67562 -1.85393 -0.06498
C 4.54975 -1.02641 0.51056
O 3.53961 -0.97414 -0.47355
O 2.35659 -0.50432 0.21559
C 1.37216 -0.37586 -0.74742
O 1.50182 0.33601 -1.73336
O 0.23465 -0.99436 -0.44669
C 0.28864 -2.07184 0.51195
C -1.00586 -2.86903 0.40145
O -1.39930 -2.95890 -0.96092
H 4.75202 -4.33853 1.24505
H 3.43647 -3.40749 0.55729
H 3.96592 -4.87661 -0.20789
H 4.82409 -3.11748 -1.53810
H 6.18416 -3.82418 -0.69141
H 6.04412 -1.29935 -0.92252
H 6.50080 -1.88801 0.63103
H 4.91259 -0.03259 0.74227
H 4.15231 -1.51228 1.39293
H 1.10814 -2.72079 0.24131
H 0.41157 -1.65558 1.50088
H -1.78482 -2.33741 0.92335
H -0.83722 -3.85374 0.81420
H -0.99100 -3.73889 -1.33148
C -3.97380 1.40460 1.09944
S -2.59549 0.39421 1.63485
O -3.15509 -0.81738 2.29638
C -2.04868 1.50689 2.93397
H -4.49023 0.87244 0.30260
H -4.65763 1.57061 1.93151
H -3.59293 2.35656 0.72457
H -2.85856 1.66209 3.64638
H -1.74285 2.45418 2.48985
H -1.20071 1.04498 3.43493
C -4.14668 3.34753 -2.19493
S -3.02611 4.58105 -1.52171
O -3.35929 4.72810 -0.07864
C -3.75952 5.97397 -2.38666
H -3.89326 2.38717 -1.75292
H -5.17418 3.61157 -1.94405
H -4.01706 3.29465 -3.27537
H -4.81290 6.05685 -2.11965
H -3.64603 5.83057 -3.46082
H -3.23015 6.87301 -2.08011